{"formula": "C28H32O5", "method": "ωB97M-V/def2-TZVPD", "symbols": ["C", "C", "O", "C", "C", "C", "O", "C", "C", "C", "C", "C", "C", "O", "H", "H", "H", "H", "H", "H", "H", "H", "H", "H", "H", "H", "H", "H", "H", "H", "H", "C", "C", "C", "C", "O", "C", "C", "C", "C", "C", "C", "C", "C", "O", "C", "C", "C", "C", "C", "H", "H", "H", "H", "H", "H", "H", "H", "H", "H", "H", "H", "H", "H", "H"], "coordinates": [[3.686874, -4.038700, 1.058261], [2.926283, -2.794748, 0.686330], [1.566808, -2.971558, 1.105384], [0.794571, -1.897800, 0.811797], [-0.551395, -2.039862, 1.326781], [-1.688821, -1.362949, 0.806972], [-1.678108, -0.640335, -0.204161], [-3.024709, -1.672261, 1.516444], [-3.854519, -2.668420, 0.697903], [-3.454746, -4.140734, 0.795417], [-2.070542, -4.469568, 0.208565], [-0.951579, -4.550129, 1.242473], [-0.756567, -3.304113, 2.118034], [1.273781, -0.935523, 0.229705], [4.732746, -3.913342, 0.770555], [3.652309, -4.224207, 2.136698], [3.296232, -4.918220, 0.535996], [3.335492, -1.915644, 1.201805], [2.954023, -2.628614, -0.398846], [-2.870652, -2.024263, 2.545858], [-3.600273, -0.739767, 1.584331], [-4.902549, -2.573488, 1.013217], [-3.800401, -2.365775, -0.357775], [-3.524616, -4.496130, 1.834511], [-4.202922, -4.707719, 0.219557], [-2.128895, -5.447735, -0.290672], [-1.809706, -3.753616, -0.581930], [-1.125709, -5.403823, 1.907568], [-0.006801, -4.725370, 0.718836], [0.141355, -3.451782, 2.728773], [-1.600540, -3.196834, 2.802610], [6.184788, 1.690417, -2.210008], [5.294473, 0.840014, -1.303203], [3.971706, 1.536974, -1.368879], [4.098599, 2.649388, -2.235996], [5.349936, 2.801332, -2.752450], [2.967435, 3.429352, -2.550744], [1.755799, 3.074883, -2.006893], [1.601638, 2.026970, -1.025575], [0.364277, 1.769696, -0.354245], [-0.643379, 2.765308, -0.186683], [-2.016408, 2.418731, -0.000053], [-2.988788, 3.393797, -0.009918], [-2.648199, 4.756557, -0.212329], [-3.722456, 5.590907, -0.288093], [-4.939597, 4.750751, -0.141030], [-4.479698, 3.310267, 0.091370], [-1.299607, 5.148487, -0.319819], [-0.336145, 4.175867, -0.223589], [2.766801, 1.239844, -0.775119], [7.020969, 2.140822, -1.661254], [6.574678, 1.129518, -3.067872], [5.214653, -0.191113, -1.677373], [5.681684, 0.816637, -0.275627], [3.078266, 4.279754, -3.214776], [0.865168, 3.627120, -2.299070], [0.180439, 0.763003, -0.005282], [-2.314550, 1.374858, 0.071954], [-5.517527, 5.150555, 0.700353], [-5.525300, 4.859479, -1.062014], [-4.890218, 2.627726, -0.662224], [-4.789895, 2.966301, 1.086974], [-1.060492, 6.193996, -0.485732], [0.712844, 4.468182, -0.243397], [2.731694, 0.396680, -0.102400]], "atomic_forces_ev_per_a": [[0.178, -0.256, 0.066], [-0.150, -0.155, 0.161], [1.232, 0.082, -0.400], [-2.372, 0.198, 0.683], [0.312, -0.353, -0.341], [1.010, -0.950, 0.765], [-0.477, 0.964, -0.215], [0.001, 0.326, -0.276], [-0.252, 0.038, 0.123], [-0.061, -0.093, -0.358], [-0.077, -0.256, 0.055], [0.215, 0.043, 0.097], [0.108, 0.006, 0.353], [0.440, 0.448, -0.482], [0.025, -0.059, 0.015], [-0.050, 0.024, -0.160], [0.007, 0.134, 0.111], [0.012, -0.107, -0.234], [0.033, 0.096, 0.250], [-0.182, 0.188, -0.406], [0.191, 0.010, -0.128], [0.083, -0.045, -0.121], [-0.078, 0.017, 0.182], [0.049, 0.072, -0.147], [0.080, 0.103, 0.229], [0.042, 0.149, 0.081], [-0.079, 0.014, 0.183], [-0.026, -0.106, -0.088], [-0.102, -0.143, 0.057], [-0.349, -0.225, 0.129], [0.207, -0.200, 0.017], [0.087, 0.491, -0.325], [0.077, -0.437, 0.324], [-0.409, 0.970, -0.624], [-0.097, -0.645, 0.204], [-0.734, -0.636, 0.811], [0.880, -0.103, -0.201], [-0.465, -0.059, 0.980], [0.558, 0.383, -0.602], [0.001, 1.007, -0.482], [-0.052, 0.829, 0.236], [-0.216, -0.040, -0.035], [0.685, 0.974, -0.218], [-0.210, -0.516, -0.045], [0.529, -1.213, 0.185], [0.085, 0.492, -0.151], [-0.307, -0.484, 0.194], [-0.824, 0.344, 0.156], [0.315, -0.785, -0.664], [0.221, -0.034, -0.015], [-0.258, 0.026, -0.270], [-0.141, 0.273, 0.172], [0.044, 0.268, 0.212], [-0.070, -0.117, -0.270], [-0.166, -0.185, -0.079], [0.228, -0.133, -0.055], [-0.041, -0.415, 0.096], [0.300, -0.161, -0.053], [0.245, 0.010, -0.248], [0.237, 0.093, 0.223], [0.022, 0.102, 0.242], [0.053, -0.055, -0.285], [0.090, -0.125, 0.242], [-0.282, -0.025, 0.074], [-0.354, -0.058, 0.069]], "nbo_charge": [-0.62, -0.07, -0.54, 0.79, -0.43, 0.53, -0.74, -0.49, -0.39, -0.40, -0.41, -0.39, -0.41, -0.75, 0.20, 0.21, 0.21, 0.17, 0.18, 0.20, 0.20, 0.19, 0.21, 0.19, 0.20, 0.20, 0.21, 0.18, 0.21, 0.21, 0.19, -0.06, -0.46, -0.12, 0.40, -0.46, -0.31, -0.10, -0.20, 0.21, -0.21, -0.08, -0.11, 0.40, -0.46, -0.06, -0.46, -0.31, -0.09, -0.08, 0.20, 0.20, 0.23, 0.23, 0.24, 0.23, 0.29, 0.28, 0.20, 0.20, 0.24, 0.23, 0.24, 0.23, 0.28], "largest_force_ev_per_a": 2.476, "homo_energy_ev": -6.1, "homo_lumo_gap_ev": 4.180, "e_above_lowest_kj_mol": 21.5}